1.
9
Properties=species:S:1:pos:R:3 method="wB97M-V/def2-TZVPD" s2=2.020 lumo_energy_ev="0.75 / -2.17" multiplicity=3 charge=0 de_lowest_kcal_mol=0.0 gap_ev="9.5 / 9.9" e_tot_ev=-12781.251
C -0.29731 -1.63699 0.17646
C 0.10075 -0.83415 -0.79679
C 2.59459 -0.16132 -0.09674
N -0.62401 -2.41429 0.95815
F 3.18246 -0.75819 0.87906
F 2.47290 1.07933 0.33783
F 3.04844 -0.33590 -1.33846
H -0.34289 0.22277 -0.79954
H 0.59981 -1.11491 -1.68507


2.
86
Properties=species:S:1:pos:R:3 method="wB97M-V/def2-TZVPD" lumo_energy_ev=-5.41 multiplicity=1 charge=+1 de_lowest_kcal_mol=130.5 gap_ev=6.0 e_tot_ev=-136529.991
W -0.51553 0.11547 0.31239
O 1.08146 5.79464 5.62215
N 1.67208 5.01638 4.90456
O 2.87094 4.82664 4.93290
C 0.84519 4.23274 3.95766
C -0.49172 4.34235 4.11853
C -1.39224 3.57826 3.33092
C -2.78657 3.68318 3.47535
C -3.58378 2.88397 2.70315
C -2.99168 1.99045 1.80567
N -1.68940 1.88112 1.65462
C -0.88760 2.66312 2.39832
C 0.52552 2.53803 2.22457
N 0.95618 1.61633 1.33559
C 2.26327 1.48933 1.15040
C 3.19672 2.30695 1.76200
C 2.78095 3.25708 2.65874
C 1.41043 3.35369 2.96197
H -0.88564 5.01118 4.87010
H -3.19854 4.38600 4.18726
H -4.65960 2.92762 2.78318
H -3.59847 1.35912 1.17334
H 2.58009 0.69211 0.49564
H 4.24512 2.18068 1.53782
H 3.49599 3.89775 3.14232
C -5.78259 -5.64990 2.15577
C -4.97569 -4.80857 1.21230
C -5.24365 -3.45122 1.04595
C -4.46696 -2.66240 0.21809
C -3.39916 -3.24725 -0.43928
C -3.13505 -4.60580 -0.33514
C -3.93210 -5.37928 0.48322
S -2.25541 -2.36816 -1.43428
O -3.06872 -1.06980 -1.85137
O -2.02955 -3.12638 -2.61981
N -0.88966 -1.99306 -0.69239
C 0.30103 -2.22498 -1.39718
C 0.65228 -3.40040 -2.05606
C 1.85734 -3.43142 -2.72971
C 2.67471 -2.30757 -2.71947
C 2.26209 -1.20865 -1.99521
N 1.10336 -1.16891 -1.34121
H -6.07125 -5.07971 3.03721
H -5.21343 -6.52402 2.46529
H -6.69622 -6.00408 1.67473
H -6.07176 -3.00157 1.57935
H -4.67270 -1.60988 0.08100
H -2.31674 -5.03331 -0.89804
H -3.73932 -6.44019 0.56866
H -0.01051 -4.24962 -2.03960
H 2.15706 -4.32576 -3.25857
H 3.61387 -2.29504 -3.25192
H 2.85436 -0.30337 -1.94928
O -3.40746 -0.96672 2.77571
P -2.09740 -1.21902 1.90894
O -1.73474 -2.63620 1.81155
O -0.98941 -0.25160 2.36871
O -2.38467 -0.48675 0.53121
P -2.52672 0.49047 -1.86887
O -2.68822 0.81984 -3.39448
O -3.28171 1.39492 -1.01108
O -1.02240 0.29280 -1.58277
H -3.58020 -1.70144 3.38172
H -3.35298 1.50694 -3.54479
Cl 4.88924 -6.10199 2.94368
C 3.92359 -4.69564 2.72778
C 3.21701 -4.52253 1.54536
C 2.42655 -3.40062 1.37815
C 2.34406 -2.44974 2.39135
C 3.06450 -2.63184 3.57192
C 3.84975 -3.75294 3.74746
C 1.56500 -1.20056 2.25198
O 1.60695 -0.35630 3.11555
O 0.91210 -1.06572 1.07097
H 3.29393 -5.26676 0.76521
H 1.86551 -3.24860 0.46423
H 2.99290 -1.87387 4.33826
H 4.40566 -3.89786 4.66266
F 0.68927 3.71943 -3.65717
C -0.07325 2.82054 -3.05715
F -1.33206 3.26328 -3.05787
F 0.00515 1.68263 -3.73119
S 0.47591 2.59818 -1.28094
O 1.24333 3.75774 -0.96879
O -0.74609 2.41221 -0.47066
O 1.20576 1.33185 -1.21541


3.
19
Properties=species:S:1:pos:R:3 method="wB97M-V/def2-TZVPD" s2=20.016 lumo_energy_ev="-3.79 / -3.83" multiplicity=9 charge=+1 de_lowest_kcal_mol=22.0 gap_ev="5.6 / 9.4" e_tot_ev=-30807.056
O -1.32175 -1.53995 -1.97847
C -2.06255 -0.48855 -2.20823
C -1.89958 0.68591 -1.32295
O -0.85993 0.49074 -0.39923
C 0.19609 1.37284 -0.05676
C 0.91479 0.70961 1.09517
O 1.07512 -0.67849 0.78145
C 1.99849 -1.35609 1.63404
Eu -0.59115 -1.77449 -0.23986
H -2.73409 -0.42108 -3.07154
H -1.46127 1.47911 -1.95602
H -0.20014 2.35199 0.24090
H 0.84373 1.43463 -0.94338
H 0.33993 0.79711 2.02874
H 1.89997 1.17319 1.23660
H 1.95417 -2.41975 1.38163
H 3.01068 -0.97434 1.45120
H 1.72683 -1.19205 2.68563
H -2.82937 0.34967 -0.35892


4.
112
Properties=species:S:1:pos:R:3 method="wB97M-V/def2-TZVPD" lumo_energy_ev=2.20 multiplicity=1 charge=-1 gap_ev=7.3 e_tot_ev=-60190.480
C 11.91146 -2.41013 1.85754
C 11.37691 -1.97972 0.38641
C 9.76480 -2.09530 0.27505
C 9.04107 -0.68344 -0.04970
C 8.18817 -0.10708 1.21496
C 6.66874 0.29565 0.78684
C 6.16565 1.59847 1.63755
C 4.64531 1.43311 2.17705
C 3.58258 2.23114 1.24824
C 2.08640 1.62058 1.33292
C 0.93724 2.77247 1.39635
C -0.28230 2.40965 2.37435
C -1.74117 2.66464 1.73096
C -2.82832 1.71107 2.43393
C -4.35380 2.05555 2.07349
C -4.96515 0.75472 1.29668
C -4.29188 0.74890 -0.14380
O -4.17664 -0.33877 -0.83888
O -3.80922 1.93312 -0.70605
N -6.43883 0.86934 1.37340
C -6.88230 -0.03846 2.46096
C -6.83027 -1.60734 2.08435
O -6.89432 -2.46015 3.29820
C -6.92414 -3.79464 2.73654
O -8.01285 -4.36061 2.47486
C -5.48597 -4.46147 2.42999
C -5.40120 -5.79429 3.36432
C -7.16776 0.74662 0.10300
I -9.34080 0.31507 0.33489
C -7.18612 2.17957 -0.68146
C -7.27533 1.89410 -2.28606
H 13.01946 -2.10008 1.95347
H 11.88539 -3.54835 1.98179
H 11.29356 -1.89900 2.68242
H 11.71945 -0.91794 0.11488
H 11.82836 -2.71627 -0.36313
H 9.52798 -2.80931 -0.58428
H 9.38724 -2.57999 1.24271
H 9.85103 0.04120 -0.40019
H 8.26619 -0.89833 -0.87180
H 8.15107 -0.89381 2.05762
H 8.76723 0.80639 1.58908
H 5.94300 -0.58553 0.88903
H 6.75116 0.64137 -0.31225
H 6.88397 1.64788 2.54065
H 6.27730 2.51703 0.96024
H 4.63795 1.81860 3.26757
H 4.42315 0.31202 2.18380
H 3.96645 2.09580 0.16608
H 3.63026 3.35091 1.46593
H 1.92889 1.03230 0.35714
H 2.04311 0.91606 2.23085
H 1.48052 3.71302 1.79361
H 0.62266 3.03197 0.32591
H -0.19016 1.31291 2.67627
H -0.17680 3.04616 3.33339
H -2.09700 3.74520 1.82995
H -1.66184 2.31353 0.63410
H -2.66592 1.78980 3.57895
H -2.52621 0.62388 2.17392
H -4.92297 2.10472 3.08009
H -4.50352 3.01919 1.48747
H -4.51183 -0.14459 1.86661
H -6.10610 0.08211 3.31301
H -7.87575 0.26865 2.96435
H -7.68339 -1.95525 1.41511
H -5.79919 -1.84679 1.61414
H -5.41923 -4.71607 1.30632
H -4.64653 -3.74610 2.72025
H -4.79862 -6.57920 2.79711
H -6.48464 -6.12256 3.57660
H -4.88122 -5.45572 4.33344
H -6.82014 -0.11032 -0.59235
H -8.15398 2.75122 -0.43268
H -6.28815 2.82876 -0.40631
H -8.28775 2.23736 -2.72411
H -6.38852 2.38567 -2.81468
H -7.22539 0.76292 -2.51759
C 0.60446 4.67963 -4.11933
C 1.58772 3.51358 -4.16103
C 0.94692 2.18217 -4.60518
O 0.16763 1.54452 -3.60262
C -1.15726 2.04129 -3.47469
N 2.23441 3.38952 -2.84808
H -0.05683 4.64082 -3.25191
H 1.14452 5.62944 -4.06407
H -0.01496 4.70287 -5.02043
H 2.35752 3.76758 -4.89870
H 1.75680 1.48067 -4.83749
H 0.36765 2.30236 -5.52932
H -1.57847 2.34985 -4.43651
H -1.17930 2.87041 -2.76523
H -1.78137 1.24475 -3.06481
H 2.95809 2.67440 -2.90748
H 1.54888 2.98300 -2.21013
C -1.49904 -4.45425 -2.57241
C -2.02367 -3.04187 -2.32537
C -0.94228 -1.95231 -2.43400
O -0.07484 -1.86987 -1.30586
C 0.98595 -2.80682 -1.31074
N -2.69039 -2.99997 -1.01889
H -0.93456 -4.84734 -1.72432
H -2.33113 -5.14303 -2.74589
H -0.85406 -4.48490 -3.45608
H -2.77208 -2.83787 -3.09890
H -1.44921 -0.98324 -2.48598
H -0.36364 -2.04861 -3.36169
H 1.35231 -3.01081 -2.32159
H 0.67211 -3.73391 -0.82518
H 1.80806 -2.39095 -0.72285
H -3.12279 -2.07683 -0.90267
H -1.95940 -3.01248 -0.30688


5.
10
Properties=species:S:1:pos:R:3 method="wB97M-V/def2-TZVPD" lumo_energy_ev=6.62 multiplicity=1 charge=-2 de_lowest_kcal_mol=19.0 gap_ev=5.6 e_tot_ev=-23177.763
C 1.06045 0.75779 0.52008
C 0.21933 0.13225 -0.55437
O 1.69887 -0.08429 1.20399
O -2.49021 -0.84981 -0.92231
O 0.95450 2.02198 0.72430
O -1.90741 -0.21745 1.39168
O 0.64862 -1.16524 -0.80841
S -1.81698 0.18463 -0.02310
H 0.24058 0.71045 -1.39590
H 1.39225 -1.49030 -0.13596


6.
18
Properties=species:S:1:pos:R:3 method="wB97M-V/def2-TZVPD" s2=0.750 lumo_energy_ev="1.84 / 1.84" multiplicity=2 charge=-1 de_lowest_kcal_mol=26.0 gap_ev="4.8 / 4.8" e_tot_ev=-37016.911
O 1.49935 0.26952 -3.33818
C 1.77863 -0.21476 -2.20787
O 2.85762 -0.83811 -2.01285
O 0.90019 -0.02884 -1.23107
O -1.01022 -0.41709 0.96345
C -1.97732 0.21890 1.66867
O -1.72772 0.84635 2.69265
O -3.06153 -0.59091 1.60092
C 0.30947 0.09625 1.08746
C 1.20756 -0.54974 0.06607
Ca 3.49158 -0.48392 -4.22673
H -3.72816 -0.25175 2.21043
H 0.68273 -0.13957 2.09432
H 0.32179 1.18799 0.96259
H 1.07934 -1.64076 0.05867
H 2.24934 -0.31679 0.31679
O -2.53190 1.80963 -0.07914
H -2.34075 1.04361 -0.62618


7.
141
Properties=species:S:1:pos:R:3 method="wB97M-V/def2-TZVPD" lumo_energy_ev=-2.36 multiplicity=1 charge=+1 gap_ev=8.7 e_tot_ev=-124848.845
C -2.15516 2.60305 2.06990
P -0.78271 3.30035 1.05595
O -1.47311 4.67019 0.42289
C -0.58612 2.12746 -0.38102
C 0.52328 2.60446 -1.32353
C 1.83969 3.01772 -0.67284
C 2.84132 1.89476 -0.56645
O 4.01583 2.03102 -0.73344
O 2.28310 0.71072 -0.16579
C -0.18571 3.67940 -2.17218
B 0.58671 3.92291 -3.57386
O 0.59369 5.16442 -4.15941
O 1.29398 2.89774 -4.15729
C -1.66376 3.17527 -2.34275
S -2.98662 4.36129 -2.05645
P -2.03310 2.45089 -4.04657
N -3.50089 1.94293 -4.19974
N -1.66240 1.94559 -1.42817
C -2.90050 1.18627 -1.03869
C -2.83014 -0.22413 -1.59430
C -1.60048 -0.92071 -1.05147
O -1.40524 -1.17172 0.09706
O -0.65736 -1.22055 -2.02344
H -1.77647 2.54388 3.08272
H -2.99584 3.29240 2.07427
H -2.47712 1.61472 1.77181
H -1.97175 5.11659 1.11787
H -0.34956 1.19663 0.13300
H 0.77077 1.78795 -2.01120
H 1.68365 3.32179 0.36189
H 2.29229 3.86041 -1.18356
H 2.52705 -0.01895 -0.76105
H -0.20381 4.67485 -1.73710
H -0.27042 5.44384 -4.49700
H 0.94757 2.61476 -5.01045
H -3.06371 4.78157 -3.32595
H -1.08241 1.41399 -4.21593
H -1.77015 3.50195 -4.94967
H -3.95896 2.42249 -4.96541
H -1.20143 1.29001 -2.06203
H -3.82138 1.63665 -1.38831
H -2.94782 1.11358 0.03689
H -3.70557 -0.76708 -1.25962
H -2.80786 -0.23858 -2.68058
H -0.27112 -0.40900 -2.37559
O 7.17019 -2.13122 -4.60878
C 6.87448 -1.39544 -3.71549
O 6.71272 -0.06163 -3.89530
C 6.45636 0.58747 -2.63478
C 5.91820 -0.51074 -1.72662
C 6.64933 -1.74244 -2.25426
H 7.39360 1.01058 -2.26654
H 5.74712 1.39373 -2.79325
H 6.08050 -0.30958 -0.67054
H 4.84797 -0.63169 -1.88064
H 7.62243 -1.88299 -1.78097
H 6.06508 -2.65428 -2.16582
O 3.09758 -2.00997 -0.83651
C 2.65724 -3.12882 -0.91727
O 3.30172 -4.19863 -0.42470
C 2.58590 -5.41267 -0.76901
C 1.15852 -4.96077 -1.03459
C 1.37233 -3.55313 -1.58579
H 3.05806 -5.85102 -1.65029
H 2.65923 -6.11526 0.05672
H 0.61302 -5.62665 -1.69814
H 0.61328 -4.90969 -0.09261
H 1.52846 -3.55227 -2.66667
H 0.58282 -2.86140 -1.32545
O -5.61069 0.28936 -1.73595
C -6.72134 0.72745 -1.59501
O -7.71259 0.00387 -1.05624
C -8.95650 0.73455 -1.11304
C -8.54781 2.19870 -1.22925
C -7.23426 2.09296 -2.00551
H -9.51571 0.38685 -1.98260
H -9.52924 0.51539 -0.21679
H -9.30402 2.81554 -1.70819
H -8.35714 2.60960 -0.23722
H -7.38843 2.08776 -3.08557
H -6.51446 2.86517 -1.74621
O 0.42875 -7.13026 1.53228
C -0.02111 -6.68073 2.54546
O -0.01040 -7.36820 3.70696
C -0.70739 -6.64002 4.73243
C -0.67951 -5.18548 4.27529
C -0.70082 -5.33680 2.75450
H -1.72294 -7.03378 4.80329
H -0.20123 -6.80294 5.67984
H -1.49931 -4.59558 4.67984
H 0.25700 -4.71923 4.58459
H -1.71595 -5.40126 2.35964
H -0.15716 -4.54947 2.23880
O -2.00940 4.28053 -7.19863
C -1.75898 5.45222 -7.22995
O -1.23569 6.09043 -6.15309
C -1.12481 7.51090 -6.41677
C -1.10760 7.62375 -7.93576
C -1.97912 6.43655 -8.35488
H -1.98821 8.00830 -5.97205
H -0.22058 7.88273 -5.94328
H -1.46284 8.58685 -8.29223
H -0.09245 7.48084 -8.30560
H -3.03993 6.69006 -8.38636
H -1.68127 5.99922 -9.30294
O 5.83247 -10.12771 -1.76021
C 5.90969 -9.18509 -1.03413
O 5.84401 -7.90686 -1.48993
C 6.06803 -6.98072 -0.41592
C 5.72619 -7.75099 0.85552
C 6.11840 -9.17682 0.47056
H 7.11303 -6.66484 -0.43869
H 5.43542 -6.10839 -0.56396
H 6.23470 -7.36624 1.73682
H 4.65148 -7.70502 1.03988
H 7.16989 -9.38554 0.67238
H 5.49894 -9.93388 0.94171
O 0.05352 1.62721 3.87012
C 0.01691 0.63140 4.54393
O -0.41369 0.63958 5.81240
C -0.25090 -0.66977 6.41146
C -0.19639 -1.62907 5.22714
C 0.45423 -0.76433 4.14694
H 0.66914 -0.66723 6.99349
H -1.08119 -0.85087 7.08282
H 0.34265 -2.54708 5.45055
H -1.20896 -1.89785 4.92017
H 1.54408 -0.80531 4.18154
H 0.11415 -0.99997 3.14144
O -0.49736 0.69491 9.00999
C -0.76510 1.82962 9.28186
O -0.36448 2.41059 10.43120
C -0.91324 3.73668 10.54157
C -1.23810 4.15176 9.11083
C -1.59043 2.80950 8.46957
H -1.80239 3.68809 11.17298
H -0.17819 4.37799 11.01985
H -2.02621 4.89900 9.05177
H -0.34737 4.56284 8.63467
H -2.64450 2.55569 8.59515
H -1.32164 2.74760 7.41863


8.
55
Properties=species:S:1:pos:R:3 method="wB97M-V/def2-TZVPD" lumo_energy_ev=-0.12 multiplicity=1 charge=0 gap_ev=8.6 e_tot_ev=-129591.527
C -4.03225 -1.48382 3.46119
C -2.94007 -1.25542 2.42597
O -3.07254 -2.14553 1.31561
C -3.95682 -1.81453 0.37755
O -4.67214 -0.85132 0.41925
C -3.93418 -2.82541 -0.75775
C -2.58246 -2.80274 -1.39868
C -1.95871 -3.83174 -2.03167
S -0.41969 -3.33802 -2.63822
C -0.74610 -1.73995 -1.96810
N 0.20270 -0.77020 -2.09890
C 0.22845 0.46647 -1.53820
N 1.27726 1.20700 -1.54854
S 2.76671 0.74140 -2.06875
O 2.69452 -0.47154 -2.86523
O 3.42083 1.85965 -2.67101
C 3.55985 0.28746 -0.51549
C 4.19122 -0.94426 -0.57191
C 4.74871 -1.50162 0.56040
Br 5.61498 -3.18276 0.45414
C 4.65949 -0.84483 1.77942
C 4.03809 0.38116 1.83055
C 3.48563 0.99023 0.69007
O 2.88543 2.16851 0.93635
C 2.89293 3.24455 -0.00346
C 4.30693 3.71264 -0.31585
C -0.97044 1.01751 -0.88229
C -0.85134 1.53582 0.40315
C -1.96024 2.06555 1.03848
C -3.18335 2.10098 0.38876
C -3.29525 1.61522 -0.90366
C -2.19514 1.07330 -1.54049
N -1.88054 -1.63948 -1.37447
H -4.02861 -2.51954 3.79248
H -5.00358 -1.25221 3.03178
H -3.86239 -0.83712 4.31709
H -1.95265 -1.46931 2.84001
H -2.97330 -0.22595 2.05515
H -4.14827 -3.82248 -0.37213
H -4.70303 -2.54218 -1.47978
H -2.30525 -4.83326 -2.18139
H 1.08670 -1.01698 -2.56824
H 4.21902 -1.45465 -1.52229
H 5.07971 -1.28634 2.66986
H 3.95949 0.91697 2.76349
H 2.36468 2.97452 -0.91781
H 2.33447 4.02523 0.51949
H 4.86656 3.87740 0.60307
H 4.82055 2.97539 -0.92759
H 4.25868 4.64161 -0.87530
H 0.10898 1.50965 0.89538
H -1.86749 2.45328 2.04261
H -4.05077 2.50572 0.88756
H -4.24663 1.65016 -1.41038
H -2.27934 0.70582 -2.55122